1.
20
Properties=species:S:1:pos:R:3:forces:R:3 method="wB97M-V/def2-TZVPD" de_lowest_kcal_mol=20.7 total_charge=+1 e_tot_ev=-8369.9123
N -0.8516 -1.1053 -2.0281 0.5 -0.2 -0.3
C 0.1050 -1.1527 -0.9240 0.5 -0.5 -0.5
C 0.6137 0.2471 -0.6052 -0.9 -1.0 1.5
C 1.3396 0.2617 0.7319 1.0 0.2 -0.1
C 0.2795 0.1883 1.8133 -0.8 -0.3 -0.3
C -0.9634 0.8801 1.2249 1.2 -0.5 -1.5
N -0.6537 1.0227 -0.2889 0.7 0.9 -0.1
H -1.1643 -2.0560 -2.2042 -0.4 0.1 0.1
H -0.3483 -0.8764 -2.8830 -0.1 0.2 0.0
H 0.9842 -1.7818 -1.1011 0.0 0.0 -0.2
H -0.4072 -1.6312 -0.0869 0.0 0.4 0.2
H 1.2076 0.6763 -1.4007 -0.3 0.3 -0.3
H 1.9717 1.1379 0.8015 -0.1 0.5 0.1
H 2.0717 -0.5401 0.7987 -0.2 -0.3 0.0
H 0.5262 0.6842 2.7403 0.4 -0.1 0.2
H 0.0521 -0.8605 2.0089 0.0 0.1 0.2
H -1.8510 0.2754 1.2581 -0.5 0.3 0.5
H -1.0047 1.9028 1.5413 -0.8 0.3 0.6
H -1.3978 0.7127 -0.9206 -0.1 -0.3 0.0
H -0.5092 2.0148 -0.4760 0.0 -0.1 -0.1

2.
17
Properties=species:S:1:pos:R:3:forces:R:3 method="wB97M-V/def2-TZVPD" de_lowest_kcal_mol=93.4 total_charge=+1 e_tot_ev=-9885.5364
C 0.3205 -1.6908 -0.5256 -0.9 1.0 0.6
C 0.5148 -0.4499 -1.4240 -2.1 -0.3 -1.5
C 1.1227 -0.9310 0.5426 -2.7 0.7 2.4
C -1.0648 1.3794 1.0875 -1.3 1.7 -3.8
N 0.8142 0.2977 -0.1890 -1.3 -0.2 -1.5
O -0.8046 2.6450 0.9878 0.9 -2.2 1.9
O -2.0750 0.8703 0.4040 1.6 0.0 1.5
H -0.6913 -1.8953 -0.1231 0.3 0.0 -0.7
H 0.7326 -2.5364 -0.9774 0.6 -1.6 -0.1
H 1.2316 -0.7219 -2.2846 -0.1 1.0 1.8
H -0.3809 -0.0210 -1.9835 0.8 -0.6 0.7
H 0.6735 -0.9493 1.6687 1.1 0.0 -2.4
H 2.1213 -1.1532 0.5839 2.6 -0.7 0.2
H -0.3678 0.8897 1.6780 0.6 -1.4 1.4
H 1.2291 1.1790 -0.3275 1.7 0.8 0.7
H -1.3559 3.2081 0.4842 -1.5 0.8 -1.3
H -2.0198 -0.1205 0.3979 -0.2 0.8 0.1

3.
16
Properties=species:S:1:pos:R:3:forces:R:3 method="wB97M-V/def2-TZVPD" de_lowest_kcal_mol=29.4 e_tot_ev=-7393.4888
C 2.1232 -0.1905 -0.8089 -0.5 -1.3 -0.7
C 1.0012 -0.1374 0.2482 0.8 3.3 -1.7
O 1.3023 0.8666 0.8524 -1.2 0.3 3.2
C -0.5273 -0.4690 0.1148 0.3 -0.2 0.1
C -1.0480 0.6889 -0.7707 0.0 0.0 -0.1
C -1.2556 -0.4693 1.4654 0.2 0.0 0.0
H 3.0637 -0.5498 -0.3737 -0.4 -0.3 -0.2
H 1.7244 -0.7905 -1.5977 0.6 -0.8 -1.1
H 2.3226 0.8310 -1.2089 -0.5 -0.8 0.5
H -0.7340 -1.4204 -0.3913 0.4 0.1 0.0
H -0.5726 0.6864 -1.7576 -0.1 0.0 0.1
H -0.8270 1.6503 -0.2930 -0.1 -0.2 0.0
H -2.1314 0.6214 -0.9226 0.2 -0.1 0.1
H -1.0821 0.4689 2.0012 0.1 -0.1 -0.1
H -0.9186 -1.2930 2.1017 0.0 0.1 -0.1
H -2.3399 -0.5794 1.3243 0.3 0.0 -0.1

4.
128
Properties=species:S:1:pos:R:3:forces:R:3 method="wB97M-V/def2-TZVPD" total_charge=+1 s2=0.753 e_tot_ev=-101682.6398 spin_multiplicity=2
C 2.8708 -2.3316 7.0105 -1.6 0.5 -1.3
C 2.0847 -3.1825 5.9359 1.9 -2.2 1.8
O 2.3994 -4.3208 5.6927 -1.3 2.5 -0.2
N 0.8286 -2.5678 5.2497 1.9 -0.6 -1.5
H -0.0548 -2.9619 5.5403 -0.3 -0.9 0.1
H 0.7340 -1.6022 5.5305 0.2 0.8 -0.3
C 1.0473 -2.7311 3.6848 -1.1 0.4 0.1
H 2.2945 -2.2777 7.9341 -0.1 -0.4 0.1
H 2.8893 -1.2901 6.6896 0.3 0.0 -0.2
H 3.8801 -2.6876 7.2168 -0.3 -0.3 -0.4
H 0.9886 -3.7645 3.3432 0.3 -0.2 0.9
H 1.9858 -2.2721 3.3739 -0.1 0.0 0.5
H 0.1980 -2.2551 3.1948 0.1 0.5 0.2
C -2.9803 -3.3003 -0.2307 -1.8 0.6 1.8
C -4.3760 -3.7522 0.2260 -0.7 -0.6 -2.0
O -5.0636 -4.5525 -0.3528 0.9 1.0 1.4
N -5.0024 -3.0429 1.4303 0.0 -1.3 0.3
H -4.9609 -2.0368 1.3522 0.4 2.3 -0.6
H -5.9988 -3.2069 1.4071 -0.5 -0.4 -0.3
C -4.4707 -3.4983 2.7405 0.4 0.6 0.5
H -2.3002 -4.0671 0.1404 0.3 0.1 -0.7
H -2.7948 -2.3649 0.2974 0.4 0.1 0.0
H -3.0594 -3.0621 -1.2914 0.4 -0.6 0.0
H -4.8296 -2.8829 3.5655 -0.7 0.1 -0.3
H -3.4180 -3.2195 2.7871 0.2 -0.7 -0.3
H -4.7552 -4.5369 2.9095 0.5 0.1 -0.1
C 3.0568 0.4775 1.7360 0.9 -0.2 1.1
C 3.4090 0.4802 3.2417 -1.6 -3.7 0.1
O 3.3863 -0.5006 3.9882 0.4 3.5 -1.6
N 3.7157 1.8491 3.8488 -1.2 0.0 -0.1
H 4.7041 2.0567 3.8389 0.9 -0.5 0.6
H 3.4235 2.5112 3.1443 -0.7 0.4 -0.4
C 3.0498 2.1744 5.2109 1.6 0.5 -1.0
H 2.2384 1.1066 1.3862 0.1 0.3 0.5
H 2.8409 -0.5303 1.3813 0.1 -0.1 0.4
H 3.9841 0.7563 1.2355 0.4 0.2 -0.5
H 3.7048 1.6959 5.9390 -0.6 -0.1 0.2
H 1.9867 1.9357 5.2405 0.4 -0.4 -0.2
H 3.1787 3.2559 5.2549 -0.1 -0.1 0.4
C -2.4231 0.2480 -4.5410 -1.3 0.3 0.0
C -2.2025 -0.9771 -3.7102 -1.0 -2.0 0.4
O -3.0218 -1.8583 -3.4791 2.7 2.3 -0.4
N -0.7237 -1.1456 -3.2055 -1.9 -1.9 -0.9
H -0.1850 -0.3640 -3.5506 1.6 1.3 -1.6
H -0.7577 -0.8470 -2.2412 -0.2 -0.7 0.8
C -0.2090 -2.5782 -3.4351 0.4 0.3 0.8
H -2.0765 0.0879 -5.5620 0.6 0.0 0.2
H -2.0944 1.2066 -4.1394 0.8 -0.4 0.0
H -3.4955 0.4019 -4.6607 -0.2 -0.5 0.2
H -0.1538 -2.8764 -4.4821 -0.7 0.5 0.0
H -0.7978 -3.2474 -2.8077 -0.3 0.2 -0.4
H 0.8116 -2.7469 -3.0918 0.1 0.9 0.3
C 2.6045 4.7446 -2.2335 -1.1 0.7 -0.2
C 1.9771 3.6212 -1.4621 3.4 -0.8 0.8
O 2.7105 3.0371 -0.6778 -3.5 0.4 -1.0
N 0.5245 3.1913 -1.7979 1.0 0.7 1.5
H 0.0844 3.8111 -2.4629 0.0 0.8 0.0
H 0.6451 2.3896 -2.4002 0.4 -2.4 -1.3
C -0.3765 2.9124 -0.6166 0.2 0.1 -0.8
H 2.4309 4.6739 -3.3072 0.0 -0.1 0.0
H 3.6613 4.8659 -1.9955 -0.2 -0.6 -0.1
H 2.1462 5.6705 -1.8861 -0.3 0.3 -0.1
H 0.0638 2.1032 -0.0340 0.0 0.3 0.0
H -1.3327 2.5855 -1.0252 0.1 -0.1 0.1
H -0.5271 3.8593 -0.0982 0.2 -0.2 0.2
C -2.9948 0.6005 5.4839 -1.5 1.1 -0.6
C -3.1147 0.1657 4.0603 -2.8 2.8 2.1
O -2.6360 -0.8619 3.6590 2.1 -3.8 -2.1
N -3.7385 1.1467 3.0255 1.3 0.3 1.6
H -4.1938 0.6183 2.2951 -0.6 -1.0 -1.5
H -4.5136 1.6608 3.4193 0.0 0.3 0.4
C -2.6726 2.0610 2.4893 -1.1 -0.4 -0.1
H -3.5885 1.4934 5.6799 0.3 0.6 -0.2
H -1.9610 0.7943 5.7699 0.6 -0.1 0.4
H -3.5048 -0.0381 6.2051 0.5 -0.8 -0.1
H -3.1536 2.8882 1.9673 0.1 0.0 -0.2
H -2.1121 1.4116 1.8168 0.4 0.4 0.1
H -2.1226 2.4452 3.3483 0.2 -0.1 -0.2
C 2.1109 0.6999 -4.2301 -2.5 3.1 0.1
O 2.7974 1.9295 -4.4514 -0.2 -0.6 -0.2
O 0.7746 1.1757 -4.0212 1.0 -2.2 0.3
C 2.3746 -0.1654 -5.5094 -0.3 -0.5 0.4
F 1.4668 -1.1981 -5.6408 0.1 0.6 0.2
F 2.4087 0.4895 -6.6599 -0.8 0.5 -0.1
F 3.5688 -0.7404 -5.4254 0.4 -0.4 0.4
C 4.1239 2.0517 -4.0213 0.8 1.4 -1.0
C 4.6421 3.2179 -4.9078 0.8 -0.5 0.6
H 3.8725 3.9614 -5.1151 -0.1 -0.2 0.0
H 5.4952 3.7375 -4.4714 0.1 0.0 0.2
H 5.0220 2.7798 -5.8308 -0.3 0.2 -0.2
H 4.7534 1.1860 -4.2269 -0.2 -0.2 0.2
H 4.1492 2.3021 -2.9607 0.2 -0.1 0.3
H 2.5325 0.2497 -3.3314 0.1 -0.8 -0.1
C -5.1736 0.4347 -0.3123 0.2 -0.2 3.3
O -5.6617 1.7027 -0.0457 -0.4 2.5 -2.1
O -5.3468 -0.1524 0.9491 0.8 -1.4 -1.6
C -5.9013 -0.2750 -1.5337 1.0 -0.7 1.7
F -5.9279 -1.6233 -1.1987 -0.5 0.9 -0.8
F -7.1362 0.1853 -1.7165 0.4 -0.5 -0.2
F -5.2088 -0.2138 -2.7016 -0.6 0.3 0.6
C -5.3691 2.7466 -1.0293 -1.2 -0.4 0.4
C -6.5173 3.7339 -0.9339 -0.1 1.0 0.5
H -6.9239 3.8922 -1.9328 -0.2 0.3 0.3
H -7.3070 3.4447 -0.2405 0.0 -0.7 -0.3
H -6.2387 4.6805 -0.4709 0.4 0.3 -0.5
H -5.3812 2.4844 -2.0872 0.1 -1.2 0.1
H -4.3832 3.1942 -0.9037 0.2 0.0 0.6
H -4.1146 0.6181 -0.4940 0.6 -0.8 -1.0
C 5.4761 -0.7849 -1.4063 1.1 2.1 3.7
O 4.7766 -1.9394 -0.9277 -0.2 -1.0 0.5
O 6.2640 -0.3599 -0.3093 -1.3 -0.7 -2.9
C 6.1728 -1.0142 -2.7854 0.9 1.1 1.9
F 5.3508 -1.1447 -3.7809 -2.3 0.7 -1.8
F 7.0147 0.0553 -3.1592 -0.7 -1.6 0.8
F 6.7708 -2.1727 -2.7881 2.4 -1.1 0.4
C 3.5801 -2.4415 -1.5067 1.4 -1.2 0.5
C 3.1315 -3.7422 -0.7187 0.4 0.9 -1.0
H 2.4741 -4.3274 -1.3616 -0.5 0.2 0.0
H 3.9475 -4.4443 -0.5474 0.4 0.5 0.2
H 2.6337 -3.4926 0.2183 0.0 -0.1 0.0
H 3.9056 -2.7482 -2.5007 -0.9 0.0 -0.5
H 2.7965 -1.6845 -1.4756 -0.2 0.0 -0.3
H 4.7216 -0.0196 -1.5884 -0.7 0.4 -0.6
B -0.1040 -0.5942 -0.2058 1.5 -0.6 0.0
F 0.9699 -0.0095 -0.8514 0.5 1.1 -1.5
F 0.0944 -1.9633 -0.3293 -0.9 -0.7 -0.1
F 0.0568 -0.1984 1.0798 -0.7 0.5 2.4
F -1.3263 -0.1588 -0.7404 -0.4 0.0 -0.1

| no. | M (g/mol) |
| --- | --- |
| 1 | 101.17 |
| 2 | 104.13 |
| 3 | 86.13 |
| 4 | 960.67 |